# 1
Below is a molecular structure, C22H21IN2Zn at a distorted geometry, with properties calculated with ωB97M-V/def2-TZVPD.

XYZ file:
```
47
Properties=species:S:1:pos:R:3:lowdin_charge:R:1
C 1.614 1.343 1.851 -0.172
C 1.711 -1.489 1.925 -0.227
H 2.643 1.710 1.807 -0.036
H 1.407 0.960 2.848 0.001
H 0.901 2.139 1.604 0.017
H 1.895 -2.479 1.510 -0.015
H 2.505 -1.198 2.610 -0.018
H 0.747 -1.497 2.456 0.004
C 1.504 2.570 -1.256 -0.094
C 1.605 3.377 -2.391 -0.032
C 1.522 2.770 -3.640 -0.042
C 1.376 1.385 -3.706 0.008
H 1.620 2.973 -0.254 0.104
H 1.736 4.447 -2.259 0.111
H 1.568 3.359 -4.554 0.114
H 1.301 0.865 -4.652 0.100
N 1.284 1.255 -1.326 0.043
C 1.269 0.630 -2.525 -0.209
C 1.116 -0.843 -2.515 -0.206
N 1.051 -1.452 -1.305 0.040
C 1.006 -2.785 -1.228 -0.090
C 0.866 -2.995 -3.608 -0.041
C 0.890 -3.601 -2.356 -0.033
H 1.080 -3.205 -0.228 0.104
H 0.812 -4.675 -2.217 0.111
C 0.997 -1.609 -3.687 0.007
H 0.967 -1.088 -4.635 0.102
H 0.736 -3.584 -4.514 0.114
Zn 1.226 -0.113 0.465 0.264
I 3.888 -0.302 0.227 0.329
C -3.302 0.244 4.376 -0.086
C -1.915 0.113 4.537 -0.077
C -1.111 0.038 3.406 -0.051
C -1.623 0.117 2.094 -0.171
C -0.817 0.075 0.940 -0.118
C -1.433 0.114 -0.276 -0.134
C -2.852 0.229 -0.447 -0.065
C -3.672 0.291 0.666 -0.052
C -3.073 0.237 1.936 -0.176
C -3.862 0.299 3.098 -0.042
H -3.927 0.310 5.255 0.094
H -1.452 0.070 5.512 0.098
H -0.033 -0.081 3.474 0.066
H -0.822 0.045 -1.171 0.053
H -3.255 0.251 -1.450 0.092
H -4.762 0.379 0.618 0.111
H -4.934 0.399 2.987 0.103
```

Electronic energy: -82650.00986 eV
2S+1: 1


# 2
Below is 2 unconnected molecules or ions with the total composition C22H21N2O at a distorted geometry, with properties calculated with ωB97M-V/def2-TZVPD.

XYZ file:
```
46
Properties=species:S:1:pos:R:3:lowdin_charge:R:1
C -1.929 -1.482 1.449 -0.054
C -3.323 -0.999 1.905 -0.137
C -3.124 0.474 2.130 -0.028
C -2.010 0.939 1.550 -0.017
C -1.125 -0.202 0.981 -0.303
C 0.280 -0.188 1.639 -0.189
C 0.886 1.019 1.980 -0.033
C 2.207 1.026 2.444 -0.049
C 2.907 -0.177 2.588 -0.064
C 2.274 -1.394 2.317 -0.052
C 0.964 -1.396 1.826 -0.056
H -1.437 -1.929 2.318 0.129
H -1.981 -2.231 0.652 0.131
H -4.046 -1.172 1.095 0.118
H -3.686 -1.540 2.784 0.124
H -3.882 1.062 2.651 0.128
H -1.670 1.970 1.448 0.084
H 0.346 1.960 1.850 0.080
H 2.677 1.981 2.685 0.115
H 3.949 -0.170 2.907 0.113
H 2.788 -2.347 2.465 0.116
H 0.486 -2.341 1.548 0.122
O -3.186 0.691 -0.932 0.180
C -2.238 -0.042 -1.242 -0.254
C -2.348 -0.773 -2.576 -0.118
C -1.567 -0.285 -3.623 -0.174
C -1.821 -0.706 -4.932 -0.006
C -2.809 -1.659 -5.176 -0.045
C -3.586 -2.154 -4.120 -0.051
C -3.368 -1.694 -2.819 -0.008
C -0.501 0.723 -3.302 -0.149
C 0.628 0.183 -2.419 -0.133
C 0.187 -0.650 -1.189 -0.071
C -1.012 -0.185 -0.466 0.072
N -0.753 2.934 -1.175 0.118
N -0.421 3.243 -0.158 0.123
H -1.233 -0.273 -5.746 0.125
H -2.990 -2.002 -6.197 0.117
H -4.366 -2.895 -4.305 0.115
H -3.973 -2.034 -1.977 0.123
H -0.058 1.101 -4.231 0.131
H -0.958 1.574 -2.772 0.066
H 1.298 -0.448 -3.021 0.131
H 1.253 1.024 -2.083 0.118
H 0.010 -1.704 -1.489 0.185
H 1.066 -0.693 -0.532 0.125
```

ΔE to the lowest compared entry with this formula, charge and spin: 43.70 kcal/mol
2S+1: 1
Total charge: +1


# 3
Below is a molecular structure, C22H21N4O4PS2W at a distorted geometry, with properties calculated with ωB97M-V/def2-TZVPD.

XYZ file:
```
55
Properties=species:S:1:pos:R:3:lowdin_spin:R:1
W 0.200 0.951 0.319 1.567
O -1.338 0.210 4.119 0.012
C -1.130 0.300 2.946 0.005
N 0.115 0.377 2.300 0.009
C 1.288 0.322 3.064 0.005
O 1.378 0.088 4.233 0.007
C 2.512 0.618 2.240 0.012
C 3.760 0.594 2.826 -0.002
C 4.872 0.831 2.034 0.016
C 4.694 1.079 0.680 -0.001
C 3.415 1.087 0.159 0.018
N 2.334 0.862 0.927 0.020
C -2.263 0.369 1.957 0.012
C -3.571 0.199 2.355 -0.003
C -4.569 0.270 1.394 0.016
C -4.222 0.517 0.072 -0.001
C -2.893 0.695 -0.253 0.020
N -1.927 0.616 0.678 0.017
H 3.826 0.385 3.885 0.000
H 5.865 0.821 2.464 0.001
H 5.534 1.264 0.026 0.000
H 3.235 1.270 -0.890 0.002
H -3.775 0.020 3.402 0.000
H -5.607 0.141 1.671 0.001
H -4.973 0.585 -0.703 0.000
H -2.577 0.921 -1.262 0.002
O -1.556 4.654 0.398 0.001
S -0.445 3.805 0.223 0.010
O -0.015 2.944 1.355 0.026
N -0.609 2.546 -0.899 0.071
C 0.564 2.442 -1.571 0.040
S 0.920 0.882 -2.121 0.076
C 1.421 3.637 -1.499 0.003
C 2.539 3.949 -2.251 0.011
C 3.145 5.182 -2.025 -0.002
C 2.650 6.070 -1.074 0.012
C 1.529 5.757 -0.306 0.001
C 0.941 4.537 -0.547 0.010
H 2.909 3.272 -3.010 0.001
H 4.009 5.464 -2.612 0.000
H 3.138 7.024 -0.934 0.001
H 1.142 6.446 0.433 0.000
C -0.945 -2.081 -1.457 0.004
P 0.177 -1.577 -0.133 0.002
C -0.334 -2.548 1.304 -0.003
C 1.810 -2.218 -0.581 0.004
H -0.852 -3.156 -1.618 0.000
H -0.719 -1.561 -2.386 0.001
H -1.974 -1.864 -1.170 0.000
H -0.347 -3.605 1.032 -0.001
H -1.337 -2.261 1.621 0.000
H 0.354 -2.404 2.136 0.000
H 1.751 -3.294 -0.749 0.000
H 2.518 -2.028 0.226 0.000
H 2.175 -1.742 -1.491 0.000
```

ΔE to the lowest compared entry with this formula, charge and spin: 0.00 kcal/mol
Expectation value of S²: 2.018
2S+1: 3
Total charge: +2


# 4
Below is a single C22H21N5O2S molecule at a distorted geometry, with properties calculated with ωB97M-V/def2-TZVPD.

XYZ file:
```
51
Properties=species:S:1:pos:R:3:lowdin_charge:R:1
C 5.117 0.215 -1.595 -0.062
C 5.009 0.789 -0.188 -0.176
N 3.630 0.776 0.277 0.056
C 2.847 1.907 0.163 -0.362
O 3.291 2.940 -0.294 0.087
C 1.468 1.774 0.675 -0.052
C 0.653 2.905 0.693 0.001
C -0.621 2.843 1.215 -0.065
C -1.097 1.647 1.736 -0.066
C -0.316 0.508 1.713 -0.015
C 0.965 0.563 1.171 -0.125
N 1.815 -0.528 1.115 0.101
C 1.726 -1.874 1.415 -0.619
S 0.256 -2.739 1.789 0.983
C 0.061 -3.483 0.124 -0.329
C -0.019 -2.383 -0.921 -0.522
O 0.971 -2.073 -1.560 0.059
N -1.208 -1.774 -1.098 -0.045
C -1.376 -0.854 -2.205 -0.117
C -1.668 0.546 -1.683 -0.095
C -2.814 0.509 -0.714 -0.187
C -3.553 1.657 -0.454 -0.050
C -4.598 1.641 0.449 -0.087
C -4.919 0.464 1.107 -0.085
C -4.192 -0.683 0.853 -0.038
C -3.139 -0.672 -0.056 -0.155
C -2.395 -1.965 -0.301 -0.106
N 2.871 -2.455 1.229 0.046
N 3.751 -1.548 0.792 0.099
C 3.123 -0.405 0.708 -0.283
H 4.752 -0.809 -1.605 0.068
H 4.531 0.811 -2.291 0.078
H 6.155 0.224 -1.913 0.075
H 5.596 0.191 0.511 0.119
H 5.335 1.831 -0.169 0.119
H 1.062 3.823 0.299 0.122
H -1.244 3.724 1.232 0.109
H -2.086 1.598 2.165 0.110
H -0.689 -0.415 2.124 0.063
H 0.956 -4.076 -0.062 0.089
H -0.821 -4.118 0.158 0.081
H -0.460 -0.872 -2.797 0.125
H -2.213 -1.204 -2.820 0.139
H -1.896 1.215 -2.514 0.126
H -0.780 0.939 -1.177 0.114
H -3.298 2.571 -0.971 0.117
H -5.164 2.541 0.639 0.103
H -5.733 0.441 1.816 0.102
H -4.440 -1.603 1.362 0.116
H -2.130 -2.393 0.667 0.091
H -3.075 -2.667 -0.809 0.144
```

ΔE to the lowest compared entry with this formula, charge and spin: 0.00 kcal/mol
Structure (SMILES): CCn1c(=O)c2ccccc2n2c(SCC(=O)N3CCc4ccccc4C3)nnc12
2S+1: 1


# 5
Below is a single C22H21N5O4 molecule at a distorted geometry, with properties calculated with ωB97M-V/def2-TZVPD.

XYZ file:
```
52
Properties=species:S:1:pos:R:3:lowdin_charge:R:1
H 0.563 2.579 0.602 0.050
N 0.919 1.706 0.238 0.153
C 0.101 0.737 0.126 -0.279
C 0.523 -0.540 -0.423 -0.033
C 1.943 -0.857 -0.794 -0.457
O 2.264 -1.996 -1.095 0.038
N 2.791 0.183 -0.792 0.080
C 4.192 0.040 -1.085 -0.119
C 5.054 0.057 0.194 -0.311
C 4.799 -1.183 1.076 -0.118
C 6.192 -1.790 1.263 -0.149
C 6.930 -1.253 0.038 -0.205
O 6.434 0.058 -0.140 -0.106
C -0.384 -1.530 -0.626 0.080
C -1.753 -1.359 -0.309 -0.050
C -2.707 -2.391 -0.573 -0.347
O -2.506 -3.473 -1.079 0.089
N -4.051 -2.052 -0.169 0.106
C -5.025 -2.976 -0.385 -0.017
C -6.315 -2.748 -0.035 -0.047
C -6.654 -1.517 0.569 -0.047
C -5.685 -0.589 0.789 0.012
C -4.337 -0.839 0.418 -0.238
N -3.431 0.080 0.642 0.162
C -2.158 -0.158 0.284 -0.196
N -1.247 0.818 0.529 0.061
C -1.714 2.031 1.195 -0.057
C -1.951 3.144 0.228 -0.259
C -2.877 3.287 -0.763 -0.015
C -2.611 4.536 -1.375 -0.056
C -1.545 5.058 -0.711 -0.114
O -1.136 4.222 0.258 0.032
H 2.420 1.066 -0.438 0.083
H 4.515 0.859 -1.735 0.128
H 4.331 -0.910 -1.606 0.127
H 4.859 0.993 0.733 0.147
H 4.335 -0.915 2.023 0.113
H 4.143 -1.878 0.554 0.102
H 6.179 -2.877 1.298 0.109
H 6.659 -1.409 2.172 0.110
H 8.010 -1.180 0.168 0.120
H 6.713 -1.870 -0.845 0.122
H -0.058 -2.471 -1.045 0.136
H -4.674 -3.886 -0.851 0.134
H -7.066 -3.497 -0.218 0.108
H -7.677 -1.323 0.851 0.112
H -5.888 0.366 1.245 0.117
H -2.650 1.765 1.690 0.121
H -0.977 2.339 1.943 0.139
H -3.648 2.588 -1.015 0.106
H -3.142 4.979 -2.191 0.101
H -1.006 5.976 -0.825 0.121
```

ΔE to the lowest compared entry with this formula, charge and spin: 20.32 kcal/mol
Structure (SMILES): [H]/N=c1/c(C(=O)NC[C@H]2CCCO2)cc2c(=O)n3ccccc3nc2n1Cc1ccco1
2S+1: 1